22
Properties=species:S:1:pos:R:3 method="wB97M-V/def2-TZVPD" fmax_ha_per_bohr=0.038 gap_ha=0.4377 spin_multiplicity=1 de_lowest_kcal_mol=22.10
C -1.9910 1.6765 1.0356
C -1.9890 0.1835 0.8571
C -0.9659 -0.7094 1.5803
H -1.2174 2.1171 0.4339
H -2.9298 2.2217 0.9970
H -1.5761 2.0087 1.9991
H -1.8903 -0.1114 -0.1952
H -2.9836 -0.2448 0.9699
H -0.7848 -1.5171 0.8914
H -1.3908 -1.1884 2.4641
H -0.0540 -0.2626 1.9686
C 1.9101 0.8759 -1.0419
C 1.8333 -0.6234 -0.6380
C 1.0990 -1.4463 -1.7087
H 1.7131 0.9599 -2.1099
H 2.9596 1.1380 -0.9249
H 1.2852 1.5538 -0.4705
H 2.7981 -1.1086 -0.4995
H 1.3279 -0.6135 0.3257
H 1.7774 -1.4717 -2.5639
H 0.9084 -2.4197 -1.3149
H 0.1608 -1.0181 -2.0550

---

29
Properties=species:S:1:pos:R:3 method="wB97M-V/def2-TZVPD" fmax_ha_per_bohr=0.101 gap_ha="0.3447 / 0.2216" spin_multiplicity=3
B 2.8957 0.0583 0.1139
C 0.4701 2.2827 0.5910
C -1.7116 1.8242 -0.6340
C -1.9305 -1.4476 -0.0786
C 0.5416 -2.2919 -0.4406
C -0.5874 1.1442 0.3282
C -0.4143 -1.2653 0.1733
N -0.0272 0.0199 -0.2654
O 2.8863 0.5413 -1.1435
O 4.2268 -0.2183 0.6325
O -1.1105 1.0306 1.6136
O -0.2000 -1.4272 1.5824
O 1.8900 -0.2137 0.8758
H -0.0131 3.0025 1.0839
H 0.8117 2.5849 -0.3861
H 1.3005 1.8854 1.2883
H -1.5119 2.7947 -0.9479
H -1.7131 1.2965 -1.5455
H -2.6326 1.7292 -0.0911
H -2.2880 -2.5841 0.0339
H -2.5902 -1.0822 0.7182
H -2.0876 -1.1613 -1.1294
H 1.4535 -1.7883 -0.8320
H 0.2047 -2.7473 -1.4276
H 0.7112 -3.0264 0.2522
H 3.6297 0.1608 -1.7208
H 4.3781 -0.7696 1.3597
H -1.0165 0.0711 1.7360
H 0.7739 -1.1795 1.7326

---

30
Properties=species:S:1:pos:R:3 method="wB97M-V/def2-TZVPD" fmax_ha_per_bohr=0.099 gap_ha=0.3567 spin_multiplicity=1 charge=+1 de_lowest_kcal_mol=4.04
C -0.2991 -0.2255 2.3356
C -0.6855 0.4195 1.0124
C -0.3343 1.8651 0.7577
C -1.2986 2.9080 1.4002
Br -0.5838 4.7337 1.1741
N -0.0227 -0.3870 -0.0368
N 1.3564 -0.2951 -0.0984
C 1.9736 -1.3335 -0.6205
N 3.2277 -1.1893 -1.0798
N 1.5147 -2.5657 -0.5364
S -0.6938 -0.1880 -1.6942
C -2.2766 -1.1010 -1.6345
O 0.2545 -0.9594 -2.4542
O -1.0244 1.1484 -2.0856
H 0.6402 -0.7181 2.4184
H -0.4941 0.3210 3.1557
H -0.9839 -1.1721 2.4936
H -1.7483 0.2724 0.7730
H 0.6403 2.1703 1.1250
H -0.2539 2.0455 -0.3512
H -1.0539 2.7615 2.4317
H -2.2250 2.8646 0.7881
H 1.8914 0.6372 -0.1529
H 3.8060 -1.8916 -1.5019
H 3.5797 -0.2498 -1.2915
H 2.0722 -3.3062 -0.9428
H 0.5410 -2.8103 -0.3868
H -2.2729 -1.4439 -2.5707
H -2.2227 -1.8871 -0.8743
H -3.0241 -0.4235 -1.5531

---

28
Properties=species:S:1:pos:R:3 method="wB97M-V/def2-TZVPD" fmax_ha_per_bohr=0.091 gap_ha="0.2915 / 0.2915" spin_multiplicity=1 charge=+1
C 0.6404 -1.7412 0.6745
C -1.1588 -0.1303 -0.2208
C 0.1570 1.9096 -0.8911
C -0.9309 -0.5795 2.2277
C 1.6835 -2.0094 -1.4414
C -2.2136 2.1114 -0.4833
N -0.5197 -0.8950 0.7788
N 1.6363 -1.2950 -0.2731
N -1.0007 1.3919 -0.1775
Si 2.4538 0.2369 -0.0160
Cl 4.0727 0.7272 -1.1255
Cl 2.5772 0.6129 2.0620
H 1.1530 -1.8314 1.6183
H 0.4107 -2.7177 0.3082
H -0.8054 -0.3308 -1.3353
H -2.2890 -0.1830 -0.0024
H 0.2526 1.7050 -1.9901
H 0.3264 2.8686 -0.6041
H -0.3603 0.3024 2.4553
H -1.9641 -0.5296 2.0843
H -0.6910 -1.4969 2.7647
H 2.6891 -1.8288 -1.9437
H 1.5208 -3.0540 -1.1215
H 0.8940 -1.8100 -2.2741
H -2.2349 3.1247 -0.2616
H -2.3503 2.1530 -1.5806
H -3.1865 1.7215 -0.0125
H -0.7620 1.5673 0.7807